Record 1
C11H26ClINOP2Ru as an isolated structure, computed with ωB97M-V/def2-TZVPD.

Properties
2S+1	6
E_HOMO (spin up / spin down)	-13.84 / -14.49	eV
M	513.71	g mol⁻¹
HOMO-LUMO gap (spin up / spin down)	5.003 / 4.235	eV
electronic energy	-2099.2985	hartree
net charge	+2

Atoms and positions in Å:
C1 -0.182 -2.467 -0.068
C2 -1.345 -2.556 0.921
H1 0.223 -3.465 -0.235
H2 0.584 -1.814 0.341
H3 -0.547 -2.105 -1.036
O1 -2.131 -3.492 0.922
I1 -2.355 -0.763 1.318
Ru1 1.300 0.959 -2.399
P1 -0.836 0.861 -2.222
C3 -2.250 -0.310 -1.980
C4 -1.649 2.492 -2.113
H4 -2.549 2.485 -2.729
H5 -1.559 0.589 -4.424
H6 -0.942 3.259 -2.450
H7 0.123 1.187 -4.521
H8 -2.942 0.062 -1.197
H9 -1.911 2.675 -1.042
C5 -0.566 0.478 -4.006
H10 -2.780 -0.449 -2.925
H11 -0.224 -0.561 -4.148
H12 -1.876 -1.286 -1.643
P2 1.890 1.306 -0.324
C6 2.051 0.490 1.276
C7 3.548 1.029 -1.121
H13 1.709 3.695 -0.701
H14 2.870 3.290 0.595
H15 1.092 3.201 0.913
C8 1.894 3.050 0.174
H16 3.649 1.615 -2.031
H17 4.240 1.409 -0.341
H18 2.939 0.896 1.775
H19 2.105 -0.587 1.180
H20 3.726 -0.033 -1.289
H21 1.180 0.704 1.912
Cl1 1.555 3.099 -3.104
C9 -1.091 -1.822 4.925
C10 -1.349 -2.809 3.786
C11 -0.787 -2.119 2.462
N1 -0.400 -0.918 2.530
H22 -0.223 -1.215 4.602
H23 -0.913 -2.298 5.873
H24 -1.909 -1.088 4.986
H25 -0.935 -3.792 3.898
H26 -2.428 -2.882 3.660

These are the Mulliken partial charges, in e, on atoms 1 to 6: number 1, C, carries -0.459; number 2, C, carries 0.988; number 3, H, carries 0.380; number 4, H, carries -0.312; number 5, H, carries 0.219; number 6, O, carries -0.633


Record 2
C11H26CoN4O7 as an isolated structure, computed with ωB97M-V/def2-TZVPD.

Properties
2S+1	4
E_HOMO (spin up / spin down)	-5.84 / -8.38	eV
M	385.28	g mol⁻¹
HOMO-LUMO gap (spin up / spin down)	5.374 / 7.695	eV
electronic energy	-2562.9606	hartree
net charge	0

Atoms and positions in Å:
O1 -0.429 0.344 -3.781
H1 -0.762 0.223 -4.685
Co1 -0.069 -0.002 -0.312
N1 -0.093 1.539 0.657
N2 1.299 0.789 -1.232
N3 -1.120 -0.907 0.867
N4 -0.078 -1.612 -1.204
O2 -0.909 1.874 1.612
O3 -1.503 -0.472 2.080
O4 0.679 -1.982 -2.264
O5 2.038 0.215 -2.122
C1 1.634 2.048 -0.793
C2 0.901 2.429 0.354
C3 -1.501 -2.158 0.521
C4 -0.919 -2.556 -0.720
C5 1.141 3.610 1.233
H2 1.497 3.318 2.237
H3 0.214 4.184 1.364
H4 1.903 4.269 0.794
C6 2.671 2.851 -1.495
H5 2.393 3.044 -2.541
H6 3.640 2.338 -1.475
H7 2.799 3.822 -1.005
C7 -2.349 -3.004 1.400
C8 -1.157 -3.865 -1.383
H8 -2.923 -2.392 2.105
H9 -1.728 -3.703 1.982
H10 -3.051 -3.609 0.809
H11 -0.577 -3.946 -2.308
H12 -2.226 -3.991 -1.613
H13 -0.885 -4.690 -0.710
H14 -1.326 0.568 1.977
H15 1.283 -1.159 -2.396
C9 -1.452 0.974 -3.008
H16 -0.961 1.782 -2.458
H17 -1.863 0.243 -2.300
H18 -2.276 1.389 -3.610
O6 -4.436 2.441 -0.239
H19 -4.417 1.548 -0.615
H20 -3.517 2.752 -0.324
C10 2.035 -0.399 3.575
C11 1.961 -1.444 2.499
O7 2.063 -0.776 1.239
H21 2.893 0.259 3.416
H22 2.134 -0.863 4.557
H23 1.130 0.211 3.578
H24 2.767 -2.174 2.615
H25 1.001 -1.974 2.538
H26 2.453 -1.389 0.583

These are the Mulliken partial charges, in e, on atoms 1 to 6: number 1, O, carries -0.441; number 2, H, carries 0.283; number 3, Co, carries -1.977; number 4, N, carries 1.253; number 5, N, carries 1.077; number 6, N, carries 1.074


Relative energy (zero: lowest compared OMol25 entry of this formula, charge and spin): 0.00 0.00 (kcal per mole)
F_max: 5.9 4.1 (eV Å⁻¹)